1.
147
Properties=species:S:1:pos:R:3:forces:R:3:mulliken_charge:R:1 method="wB97M-V/def2-TZVPD" smiles=COC[C@H](C)N.COC[C@H](C)N.COC[C@H](C)N.COC[C@H](C)N.COC[C@H](C)N.COC[C@H](C)N.CCO.CCO.CCO.CCO.CCO lumo_energy_ev=0.1 e_above_lowest_ev=4.217 e_tot_ev=-68270.2237 gap_ev=8.988
C 2.632 -3.366 -4.478 0.38 -1.34 -0.07 -1.328
C 3.965 -3.078 -3.811 -0.34 0.14 -1.42 0.497
C 5.202 -3.492 -4.632 0.32 -0.09 0.37 -0.764
O 5.289 -4.884 -4.838 -1.00 -0.95 -0.69 -0.308
C 6.255 -5.253 -5.808 0.85 0.39 1.00 -0.738
N 3.997 -1.640 -3.614 0.90 0.88 1.28 -0.688
H 2.480 -2.726 -5.348 -0.09 0.01 0.06 0.283
H 1.860 -3.223 -3.722 -0.23 0.13 -0.25 0.370
H 2.625 -4.411 -4.787 -0.35 -0.13 -0.18 0.344
H 4.001 -3.670 -2.896 0.12 0.49 0.40 0.250
H 6.113 -3.263 -4.080 0.05 0.79 0.12 0.377
H 5.215 -2.964 -5.586 -0.05 0.19 -0.24 0.346
H 6.417 -6.330 -5.854 -0.85 -0.06 -0.07 0.269
H 7.226 -4.921 -5.440 0.37 0.44 -0.12 0.306
H 6.106 -4.808 -6.792 -0.34 -0.07 -0.08 0.297
H 3.185 -1.301 -3.118 -0.06 -0.31 0.43 0.278
H 3.964 -1.079 -4.453 0.30 -0.48 -0.53 0.214
C -8.253 -4.738 1.324 0.44 -0.67 0.09 -1.414
C -8.447 -5.243 2.757 0.55 1.43 0.64 0.432
C -7.240 -5.043 3.703 0.05 0.25 -1.61 -0.744
O -6.840 -3.665 3.618 -0.36 -0.52 1.06 -0.301
C -5.615 -3.503 4.294 0.85 -0.27 -0.48 -0.796
N -9.554 -4.461 3.306 -0.84 -0.06 0.19 -0.778
H -7.544 -5.394 0.820 -0.09 -0.07 -0.26 0.356
H -7.838 -3.734 1.234 -0.18 0.06 0.39 0.273
H -9.227 -4.775 0.836 0.15 -0.03 -0.14 0.397
H -8.668 -6.310 2.736 -0.31 0.01 0.06 0.337
H -6.383 -5.650 3.411 0.17 -0.25 -0.16 0.409
H -7.546 -5.380 4.693 0.07 0.39 0.39 0.383
H -5.579 -3.919 5.301 -0.44 0.06 0.24 0.310
H -5.259 -2.474 4.324 -0.58 0.14 -0.08 0.265
H -4.864 -4.056 3.730 0.37 -0.13 -0.05 0.315
H -9.301 -3.484 3.323 0.21 0.23 -0.46 0.303
H -9.708 -4.631 4.290 -0.06 -0.56 0.19 0.253
C -2.479 5.082 2.366 0.47 1.07 0.75 -1.337
C -2.880 5.374 0.929 -0.31 0.48 -0.42 0.639
C -2.045 6.436 0.157 1.21 -0.52 0.49 -0.782
O -1.935 7.680 0.834 -0.61 0.01 0.03 -0.316
C -1.202 8.681 0.131 -0.52 -0.69 -0.06 -0.705
N -2.834 4.086 0.195 -0.36 0.36 0.10 -0.702
H -2.796 4.123 2.775 0.26 -0.38 -0.63 0.388
H -2.906 5.748 3.116 -0.19 0.56 -0.39 0.324
H -1.407 5.247 2.474 0.15 -0.53 0.06 0.283
H -3.895 5.770 0.901 -0.29 0.06 0.24 0.198
H -2.384 6.503 -0.876 -0.71 0.41 -0.09 0.351
H -1.021 6.090 0.013 0.33 -0.57 0.22 0.335
H -1.033 9.509 0.819 0.06 -0.15 -0.08 0.236
H -1.762 9.025 -0.738 -0.22 0.18 -0.06 0.299
H -0.269 8.279 -0.266 0.33 -0.03 0.23 0.288
H -3.446 4.164 -0.605 0.20 0.21 -0.67 0.255
H -3.404 3.480 0.768 0.21 -0.52 0.30 0.255
C 5.543 9.404 1.613 -0.66 -0.01 0.12 -1.362
C 4.844 8.573 2.719 1.54 -1.30 -0.39 0.350
C 4.122 7.237 2.253 0.01 0.49 -0.46 -0.626
O 4.992 6.312 1.599 0.06 0.39 -0.21 -0.320
C 4.288 5.145 1.185 -0.08 0.38 0.41 -0.692
N 5.890 8.199 3.686 -0.31 0.51 0.17 -0.697
H 6.382 8.909 1.125 -0.32 -0.48 -0.09 0.286
H 5.992 10.314 2.010 -0.25 -0.01 0.41 0.405
H 4.795 9.719 0.885 0.15 -0.10 -0.29 0.338
H 4.187 9.238 3.279 -0.55 -0.26 -0.30 0.291
H 3.290 7.380 1.564 -0.24 0.62 -0.12 0.342
H 3.688 6.714 3.105 -0.01 0.22 0.56 0.386
H 3.264 5.351 0.873 -0.10 0.42 -0.33 0.244
H 4.150 4.476 2.035 0.36 -0.38 0.04 0.289
H 4.810 4.683 0.347 0.14 -0.04 0.30 0.261
H 5.456 7.602 4.376 0.32 -0.22 0.23 0.216
H 6.641 7.701 3.231 -0.07 -0.24 -0.04 0.291
C 2.008 3.786 -4.866 0.27 0.37 -0.67 -1.356
C 1.509 3.763 -6.335 -0.94 0.58 2.06 0.542
C 1.303 2.387 -6.944 0.42 0.50 0.74 -0.748
O 2.494 1.649 -7.039 -0.05 0.17 -1.12 -0.348
C 3.450 2.239 -7.935 0.53 -0.61 1.18 -0.780
N 0.208 4.475 -6.274 0.30 0.22 -0.84 -0.775
H 1.952 4.828 -4.551 -0.17 0.01 0.09 0.395
H 3.059 3.527 -4.744 -0.10 -0.50 -0.08 0.307
H 1.363 3.203 -4.210 0.12 -0.18 -0.02 0.301
H 2.186 4.409 -6.894 -0.02 -0.21 -0.35 0.318
H 0.780 2.566 -7.884 0.13 -0.42 -0.54 0.421
H 0.645 1.811 -6.293 -0.10 -0.01 0.03 0.343
H 3.946 1.409 -8.438 -0.17 0.18 -0.37 0.246
H 4.211 2.703 -7.306 0.18 0.27 -0.08 0.269
H 3.078 3.008 -8.612 -0.37 -0.31 -0.12 0.361
H -0.502 3.979 -5.755 0.17 -0.33 0.37 0.262
H -0.161 4.517 -7.214 -0.19 0.25 -0.25 0.238
C -5.163 -2.726 -3.493 -2.33 -0.15 -0.81 -1.406
C -5.559 -2.838 -5.030 1.88 -0.53 2.01 0.505
C -7.044 -2.698 -5.470 0.14 0.10 0.98 -0.557
O -7.797 -3.754 -4.872 -0.95 -0.22 -0.16 -0.306
C -9.218 -3.763 -5.191 0.82 0.28 -0.18 -0.748
N -4.600 -1.937 -5.666 -1.09 0.68 -1.36 -0.753
H -5.428 -1.739 -3.115 0.15 0.14 -0.07 0.340
H -4.116 -2.929 -3.267 -0.07 -0.12 -0.40 0.387
H -5.817 -3.431 -2.979 0.27 -0.13 0.36 0.322
H -5.229 -3.842 -5.296 -0.63 -0.54 -0.06 0.202
H -7.099 -2.738 -6.558 0.06 -0.17 -0.29 0.314
H -7.527 -1.769 -5.167 0.39 0.46 0.08 0.332
H -9.838 -2.992 -4.734 0.53 0.48 0.54 0.307
H -9.667 -4.699 -4.859 0.48 -0.15 -0.19 0.252
H -9.374 -3.601 -6.258 0.14 -0.40 -0.26 0.298
H -3.648 -2.159 -5.411 -0.08 -0.16 0.29 0.258
H -4.671 -2.153 -6.650 0.31 0.41 -0.49 0.252
C 0.268 -0.611 2.860 -0.67 -0.84 0.06 -0.773
C 0.085 -0.942 1.388 -0.42 0.75 -0.44 -0.301
O 0.217 0.224 0.557 0.49 -0.33 0.05 -0.494
H -0.390 0.218 3.123 0.40 0.40 -0.03 0.249
H 1.297 -0.489 3.199 -0.10 0.34 -0.24 0.214
H -0.168 -1.429 3.434 0.19 -0.31 0.14 0.294
H -0.926 -1.298 1.192 -0.15 -0.40 0.38 0.260
H 0.753 -1.714 1.007 0.24 0.22 0.12 0.276
H -0.568 0.753 0.714 0.03 0.20 -0.06 0.265
C 0.481 -5.145 7.551 -0.13 -1.14 1.22 -0.860
C 1.375 -6.350 8.033 -0.97 1.94 -1.06 -0.295
O 1.810 -6.995 6.876 1.00 -0.90 -0.52 -0.507
H -0.266 -5.512 6.848 -0.04 -0.07 -0.05 0.279
H 1.029 -4.338 7.064 0.19 -0.17 0.24 0.243
H -0.057 -4.807 8.436 -0.08 0.55 -0.10 0.309
H 0.831 -7.050 8.668 -0.09 0.22 0.29 0.266
H 2.229 -5.918 8.553 0.12 -0.42 0.05 0.260
H 1.059 -7.457 6.495 0.01 -0.02 -0.08 0.304
C 0.131 -7.175 0.652 -0.52 0.69 -0.66 -1.046
C -0.995 -7.548 -0.339 1.11 -0.32 1.39 -0.142
O -1.975 -8.106 0.507 -0.79 -0.35 0.28 -0.517
H 0.927 -6.616 0.160 0.15 -0.19 -0.07 0.340
H 0.529 -8.042 1.180 -0.08 0.01 -0.19 0.293
H -0.315 -6.489 1.373 0.06 -0.08 0.20 0.262
H -0.619 -8.323 -1.008 -0.09 0.25 -0.50 0.275
H -1.392 -6.663 -0.836 0.20 -0.04 -0.35 0.248
H -2.642 -8.570 -0.005 -0.03 0.04 -0.10 0.286
C 7.253 -0.890 1.299 0.22 -0.44 -0.41 -0.999
C 5.982 -1.388 1.990 0.55 -0.33 -0.40 -0.095
O 6.138 -1.176 3.366 -0.12 0.80 1.22 -0.531
H 7.256 -1.087 0.226 -0.34 0.14 -0.14 0.315
H 8.139 -1.416 1.654 -0.11 -0.17 0.34 0.275
H 7.464 0.168 1.453 -0.39 0.04 0.10 0.284
H 5.782 -2.443 1.799 0.28 -0.17 -0.23 0.273
H 5.093 -0.875 1.622 0.00 0.33 0.08 0.176
H 6.102 -1.948 3.936 -0.11 -0.19 -0.55 0.301
C 2.063 3.834 6.979 0.22 0.14 -0.14 -0.948
C 2.971 4.437 8.054 0.18 0.13 -0.81 -0.260
O 4.128 5.093 7.458 -0.88 -0.72 0.58 -0.497
H 1.671 4.642 6.361 -0.29 -0.16 0.01 0.233
H 1.279 3.191 7.379 -0.28 0.43 0.29 0.330
H 2.587 3.150 6.312 0.48 0.12 -0.02 0.310
H 3.255 3.640 8.741 0.31 0.14 0.22 0.270
H 2.458 5.226 8.605 -0.01 -0.14 0.02 0.269
H 4.632 4.374 7.069 0.27 0.07 -0.18 0.293

2.
158
Properties=species:S:1:pos:R:3:forces:R:3:mulliken_charge:R:1 method="wB97M-V/def2-TZVPD" lumo_energy_ev=1.8 e_tot_ev=-76145.8837 gap_ev=6.178 total_charge=-1
C 5.820 1.647 -2.811 0.26 0.14 -0.51 -0.899
C 5.389 2.365 -4.092 -0.05 0.05 0.37 -0.843
C 3.962 2.858 -3.950 -0.58 -0.47 -0.09 0.128
C 3.622 3.757 -2.693 -0.27 -0.37 -0.90 -0.935
O 2.845 2.931 -1.870 0.03 0.34 0.57 -0.551
B 2.098 2.157 -2.856 -0.73 -0.99 -0.90 1.218
C 1.255 0.854 -2.330 0.42 0.38 0.00 0.406
C 0.471 0.338 -3.465 0.36 0.87 0.61 -0.112
O 0.476 -0.797 -3.853 -0.21 -1.41 -0.73 -0.560
O 3.144 1.707 -3.823 0.32 0.30 0.62 -0.829
H 6.894 1.473 -2.821 0.18 -0.10 0.11 0.464
H 5.307 0.698 -2.794 -0.14 -0.29 0.26 0.086
H 5.551 2.201 -1.920 -0.03 0.12 0.19 0.171
H 6.094 3.141 -4.387 0.00 0.29 0.11 0.397
H 5.384 1.622 -4.882 0.03 -0.08 -0.38 0.319
H 3.561 3.373 -4.833 0.61 0.34 -0.19 0.264
H 2.997 4.556 -3.108 -0.03 0.32 0.24 0.340
H 4.462 4.203 -2.166 0.28 -0.13 0.11 0.258
H 1.319 2.824 -3.561 -0.19 0.65 0.32 -0.441
H 1.941 0.093 -1.970 -0.06 -0.31 0.23 -0.184
H 0.514 1.108 -1.568 0.04 0.25 0.23 -0.090
H -0.130 1.108 -3.981 -0.21 0.00 -0.10 0.292
C 6.939 8.614 1.126 -0.05 0.14 0.13 -1.408
C 6.373 8.578 -0.291 0.22 -0.23 0.11 0.379
C 5.508 7.343 -0.586 -0.22 0.08 -0.16 -0.715
O 6.228 6.148 -0.796 0.04 0.09 0.14 -0.323
C 6.653 5.483 0.379 0.09 -0.14 -0.20 -0.744
N 7.478 8.713 -1.246 -0.11 0.00 -0.11 -0.774
H 7.792 7.947 1.246 -0.02 -0.06 -0.06 0.285
H 7.286 9.620 1.366 0.02 -0.01 -0.05 0.349
H 6.181 8.337 1.861 0.01 -0.03 -0.01 0.341
H 5.725 9.453 -0.402 -0.05 -0.04 -0.07 0.402
H 4.973 7.525 -1.522 0.03 -0.05 -0.03 0.348
H 4.743 7.198 0.188 0.07 0.01 0.08 0.393
H 5.926 5.590 1.189 0.00 0.04 0.01 0.327
H 7.632 5.845 0.704 -0.04 0.03 0.14 0.266
H 6.752 4.425 0.138 -0.07 0.01 -0.03 0.265
H 7.095 8.807 -2.183 0.02 0.08 0.02 0.278
H 7.969 7.822 -1.271 0.03 0.03 0.05 0.341
C 5.135 -4.308 -0.869 0.12 -0.17 0.14 -1.385
C 5.046 -2.955 -0.168 -0.06 -0.04 -0.34 0.115
C 3.615 -2.540 0.203 0.08 0.19 0.16 0.069
O 2.831 -2.086 -0.880 -0.08 -0.17 0.27 0.303
C 2.260 -3.108 -1.682 -0.24 0.27 -0.23 -0.704
N 5.712 -1.945 -0.998 -0.09 0.07 0.18 -0.750
H 4.845 -4.248 -1.917 -0.07 0.05 0.01 0.281
H 6.163 -4.674 -0.843 0.02 0.07 -0.02 0.393
H 4.499 -5.051 -0.384 -0.06 0.01 -0.06 0.214
H 5.604 -3.040 0.771 -0.05 0.07 0.05 0.527
H 3.679 -1.693 0.893 -0.03 0.04 -0.05 0.310
H 3.094 -3.345 0.742 0.07 -0.12 -0.10 -0.576
H 1.975 -3.982 -1.089 0.18 -0.04 0.04 -0.016
H 2.945 -3.404 -2.478 -0.02 -0.18 0.03 0.283
H 1.368 -2.691 -2.153 0.07 0.12 -0.01 0.355
H 5.757 -1.069 -0.486 0.07 -0.01 -0.02 0.293
H 5.097 -1.736 -1.782 0.06 -0.04 -0.04 0.312
C -1.635 -1.266 2.394 0.01 -0.29 -0.01 -1.401
C -0.376 -1.820 1.733 -0.01 0.42 0.19 0.837
C 0.728 -2.222 2.723 0.01 -0.25 -0.18 -0.323
O 1.442 -1.137 3.287 -0.06 -0.09 0.16 -0.322
C 0.796 -0.491 4.365 0.19 0.09 -0.08 -0.539
N 0.103 -0.847 0.751 0.19 -0.28 0.09 -0.361
H -1.515 -0.235 2.724 0.05 0.02 -0.02 -0.043
H -2.461 -1.271 1.688 0.01 0.08 -0.01 0.115
H -1.933 -1.869 3.257 -0.01 0.03 0.01 0.396
H -0.666 -2.729 1.193 0.11 -0.05 0.01 0.478
H 1.471 -2.804 2.172 0.06 0.08 0.01 -0.264
H 0.341 -2.877 3.518 -0.10 0.09 0.04 0.506
H 0.229 -1.198 4.979 -0.06 -0.01 -0.03 0.284
H 0.136 0.304 4.010 -0.14 -0.07 0.12 0.032
H 1.569 -0.032 4.983 0.03 -0.03 -0.02 0.270
H 0.874 -1.258 0.226 -0.04 0.10 -0.25 0.057
H 0.540 -0.086 1.266 -0.10 0.06 -0.06 0.080
C -0.839 3.483 1.785 -0.15 -0.15 0.04 -1.717
C 0.427 2.997 1.080 -0.03 0.41 0.18 0.977
C 1.508 2.477 2.040 0.03 -0.27 -0.25 0.538
O 2.229 3.479 2.743 -0.09 -0.08 0.17 -0.508
C 1.568 4.008 3.871 0.21 0.12 -0.13 -0.694
N 0.931 4.056 0.207 0.23 -0.22 0.18 -0.568
H -0.713 4.472 2.225 0.08 0.00 0.01 0.328
H -1.658 3.556 1.068 0.04 0.02 -0.04 0.408
H -1.147 2.791 2.575 -0.01 0.01 0.01 0.260
H 0.140 2.154 0.445 0.10 -0.04 0.03 -0.050
H 2.255 1.947 1.444 0.05 0.08 -0.02 0.140
H 1.094 1.746 2.751 -0.03 0.13 0.02 -0.373
H 0.974 3.247 4.386 -0.07 0.00 -0.02 0.237
H 0.931 4.853 3.595 -0.13 -0.05 0.09 0.267
H 2.332 4.378 4.558 0.02 -0.04 -0.01 0.290
H 1.704 3.666 -0.339 -0.15 0.11 -0.43 0.251
H 1.368 4.760 0.797 -0.09 0.02 0.02 0.412
C -5.271 -1.042 0.444 -0.02 -0.17 -0.04 -1.504
C -5.715 -0.541 1.816 0.13 0.17 -0.26 0.271
C -6.984 0.325 1.779 -0.06 -0.08 0.19 -0.756
O -6.784 1.641 1.307 -0.14 -0.08 -0.09 -0.378
C -6.716 1.775 -0.105 0.14 0.25 0.13 -0.260
N -4.594 0.161 2.448 -0.31 0.10 0.19 -0.430
H -4.768 -0.269 -0.135 -0.01 0.05 0.04 0.315
H -4.564 -1.864 0.556 0.02 0.03 0.03 0.293
H -6.120 -1.409 -0.137 0.00 0.02 0.00 0.413
H -5.947 -1.423 2.422 -0.06 0.05 0.07 0.362
H -7.346 0.438 2.806 0.04 0.06 0.00 0.346
H -7.787 -0.170 1.214 0.07 -0.01 -0.10 0.401
H -7.387 1.076 -0.612 0.03 -0.06 0.01 0.277
H -5.692 1.636 -0.457 -0.05 -0.10 -0.14 0.159
H -7.016 2.792 -0.357 -0.05 -0.02 0.03 0.011
H -4.847 0.394 3.405 0.06 -0.07 0.02 0.262
H -4.503 1.066 1.991 0.12 -0.06 -0.06 0.260
C -5.843 7.429 -2.929 0.08 0.14 0.08 -1.417
C -7.150 6.920 -2.328 0.16 -0.13 -0.28 0.288
C -7.023 5.562 -1.622 -0.17 0.03 0.22 -0.641
O -6.934 4.445 -2.486 0.14 0.08 0.04 -0.401
C -5.643 4.213 -3.031 -0.15 -0.17 -0.11 -0.712
N -8.178 6.900 -3.374 -0.11 -0.10 0.16 -0.746
H -5.597 6.929 -3.865 -0.03 -0.07 0.01 0.287
H -5.922 8.494 -3.149 -0.05 -0.02 -0.02 0.351
H -5.009 7.292 -2.238 0.00 -0.02 -0.01 0.354
H -7.459 7.644 -1.568 -0.05 -0.07 0.05 0.405
H -7.934 5.402 -1.038 -0.02 -0.04 -0.05 0.337
H -6.188 5.560 -0.909 0.08 0.05 -0.08 0.422
H -4.851 4.468 -2.323 0.00 0.06 -0.01 0.324
H -5.504 4.766 -3.962 0.13 0.06 0.04 0.270
H -5.572 3.151 -3.265 -0.03 -0.01 0.05 0.274
H -9.075 6.674 -2.952 -0.01 0.10 -0.01 0.274
H -7.983 6.105 -3.978 0.05 0.07 -0.05 0.330
C 1.802 -6.498 0.977 -0.05 0.14 0.13 -1.141
C 1.102 -6.620 -0.373 0.29 -0.23 0.10 0.446
C 0.158 -7.825 -0.471 -0.21 0.10 -0.10 -0.453
O 0.802 -9.080 -0.641 -0.01 0.03 0.10 -0.430
C 1.314 -9.653 0.545 0.06 -0.10 -0.22 -0.642
N 2.117 -6.614 -1.431 -0.21 -0.14 -0.12 -0.545
H 2.635 -7.195 1.076 -0.02 -0.05 -0.05 0.283
H 2.214 -5.494 1.097 0.02 -0.01 -0.05 -0.115
H 1.106 -6.674 1.800 0.00 -0.01 -0.01 0.375
H 0.483 -5.726 -0.498 -0.07 -0.05 -0.05 0.358
H -0.459 -7.696 -1.364 0.05 -0.06 -0.04 0.424
H -0.529 -7.857 0.382 0.07 0.03 0.06 0.135
H 0.677 -9.434 1.408 0.03 0.06 0.02 0.249
H 2.334 -9.312 0.741 -0.03 0.03 0.16 0.253
H 1.348 -10.734 0.401 -0.04 0.01 -0.02 0.259
H 1.652 -6.573 -2.334 0.05 0.15 0.00 0.285
H 2.573 -7.523 -1.433 0.05 0.04 0.09 0.275
C -3.384 -9.080 1.619 0.07 -0.14 0.09 -1.445
C -3.384 -7.711 2.293 -0.12 -0.08 -0.32 0.276
C -4.780 -7.218 2.702 0.08 0.11 0.23 -0.728
O -5.582 -6.746 1.638 -0.03 -0.14 0.04 -0.351
C -6.230 -7.748 0.877 0.00 0.21 -0.10 -0.686
N -2.699 -6.754 1.418 -0.12 0.16 0.19 -0.429
H -3.706 -9.028 0.579 -0.04 0.06 0.00 0.303
H -2.376 -9.498 1.618 0.01 0.04 -0.03 0.288
H -4.035 -9.781 2.145 -0.01 0.01 -0.01 0.399
H -2.798 -7.803 3.213 -0.05 0.08 0.05 0.356
H -4.652 -6.361 3.368 -0.02 0.04 -0.06 0.368
H -5.319 -7.985 3.276 0.02 -0.09 -0.08 0.415
H -6.532 -8.596 1.498 0.05 -0.03 0.01 0.310
H -5.594 -8.094 0.059 -0.03 -0.15 0.03 0.253
H -7.122 -7.302 0.438 0.00 0.03 0.04 0.245
H -2.591 -5.871 1.910 0.12 -0.03 0.00 0.181
H -3.330 -6.532 0.652 0.07 -0.06 -0.06 0.254